Record 1
{"formula": "C2H8Si", "method": "ωB97M-V/def2-TZVPD", "gap_ev": 11.512, "max_force_ev_per_a": 3.0, "e_lumo_ev": 1.019, "smiles": "CC[SiH3]", "charge": 0, "e_above_lowest_kj_mol": 105.5, "molar_mass_g_mol": 60.2, "e_homo_ev": -10.49, "symbols": ["C", "C", "Si", "H", "H", "H", "H", "H", "H", "H", "H"], "positions_angstrom": [[0.2084, -1.2854, -0.6093], [0.3983, 0.2202, -0.4916], [-0.6168, 1.1939, 0.7361], [0.3558, -1.7051, 0.3535], [-0.7858, -1.6662, -0.9715], [1.1827, -1.8924, -1.0099], [0.2629, 0.7228, -1.5151], [1.5222, 0.2544, -0.1150], [-0.8299, 0.5653, 2.0905], [-1.9728, 1.4326, 0.1800], [0.2750, 2.1598, 1.3522]], "nbo_charge": [-0.6142, -0.8731, 0.8692, 0.2057, 0.2133, 0.2076, 0.2350, 0.2398, -0.1749, -0.1541, -0.1542]}

Record 2
{"formula": "C2H8Si2", "method": "ωB97M-V/def2-TZVPD", "gap_ev": 7.840, "max_force_ev_per_a": 2.5, "e_lumo_ev": -1.149, "charge": 0, "e_above_lowest_kj_mol": 237.5, "molar_mass_g_mol": 88.3, "e_homo_ev": -8.99, "symbols": ["C", "C", "Si", "Si", "H", "H", "H", "H", "H", "H", "H", "H"], "positions_angstrom": [[-2.1842, 1.1312, 0.4383], [-1.5550, 0.0472, -0.0258], [-0.1509, 0.2325, -1.3061], [2.3671, -1.4049, 2.3312], [-2.9157, 0.9918, 1.1435], [-1.8894, 2.1376, 0.2562], [-1.9984, -0.9037, 0.2183], [1.0729, 0.8835, -0.6655], [-0.0747, -0.9707, -2.1234], [-0.5838, 1.1679, -2.4129], [2.9235, 0.0954, 2.2208], [0.9925, -0.9306, 2.1062]], "nbo_charge": [-0.3347, -0.6027, 0.8076, 0.5738, 0.1845, 0.1871, 0.2168, -0.1411, -0.1567, -0.1618, -0.2773, -0.2955]}

Record 3
{"formula": "C2H8Si2", "method": "ωB97M-V/def2-TZVPD", "gap_ev": 10.605, "max_force_ev_per_a": 3.1, "e_lumo_ev": 0.715, "smiles": "C=C([SiH3])[SiH3]", "charge": 0, "e_above_lowest_kj_mol": 83.1, "molar_mass_g_mol": 88.3, "e_homo_ev": -9.89, "symbols": ["C", "C", "Si", "Si", "H", "H", "H", "H", "H", "H", "H", "H"], "positions_angstrom": [[1.5391, 0.4814, 0.8597], [0.6105, 0.0026, 0.0245], [-0.1920, -1.7251, 0.1114], [-0.8083, 1.3897, -0.7819], [1.7767, 1.6066, 0.8410], [2.1347, -0.1332, 1.5152], [-0.2189, -2.4091, 1.4582], [0.2604, -2.9572, -0.6952], [-1.5064, -1.2071, -0.3378], [-2.1578, 0.8546, -0.7140], [-0.7600, 2.6325, -0.0708], [-0.6782, 1.4642, -2.2102]], "nbo_charge": [-0.3512, -0.7609, 0.8492, 0.8498, 0.1903, 0.1949, -0.1571, -0.1474, -0.1735, -0.1638, -0.1634, -0.1669]}

Record 4
{"formula": "C2H9B2NO3", "method": "ωB97M-V/def2-TZVPD", "gap_ev": 9.680, "max_force_ev_per_a": 3.6, "e_lumo_ev": 0.426, "smiles": "CB(O)NOB(C)O", "charge": 0, "e_above_lowest_kj_mol": 0.0, "molar_mass_g_mol": 116.7, "e_homo_ev": -9.25, "symbols": ["C", "B", "O", "N", "O", "B", "C", "O", "H", "H", "H", "H", "H", "H", "H", "H", "H"], "positions_angstrom": [[2.9829, -0.9539, 0.3091], [1.7735, 0.1709, -0.3032], [2.0413, 1.5067, -0.3930], [0.4336, -0.2452, -0.4858], [-0.7082, 0.6184, -0.4763], [-1.8257, -0.0021, -0.1637], [-2.9187, 1.0697, 0.2430], [-2.0373, -1.3627, -0.3506], [2.7323, -1.0837, 1.3670], [3.9123, -0.4439, 0.2710], [3.0041, -1.9889, 0.0031], [2.9897, 1.7616, -0.3019], [-0.0187, -1.1977, -0.4906], [-3.8283, 0.4838, 0.2565], [-3.0126, 2.0362, -0.2394], [-2.6312, 1.2485, 1.3164], [-2.8890, -1.6179, -0.5617]], "nbo_charge": [-0.9317, 0.9636, -0.8849, -0.5901, -0.5320, 1.0931, -0.9757, -0.9100, 0.2270, 0.2102, 0.2304, 0.4973, 0.4052, 0.2062, 0.2522, 0.2384, 0.5007]}

Record 5
{"formula": "C2H9BNO6P", "method": "ωB97M-V/def2-TZVPD", "gap_ev": 10.739, "max_force_ev_per_a": 0.4, "e_lumo_ev": 0.339, "smiles": "COB(O)O[P@@](=O)(O)OCN", "charge": 0, "e_above_lowest_kj_mol": 0.0, "molar_mass_g_mol": 184.9, "e_homo_ev": -10.40, "symbols": ["C", "O", "B", "O", "O", "P", "O", "O", "O", "C", "N", "H", "H", "H", "H", "H", "H", "H", "H", "H"], "positions_angstrom": [[2.5920, -1.1032, 0.9487], [2.7604, -0.0002, 0.0598], [1.7570, 0.8822, -0.1666], [1.6134, 1.5049, -1.3719], [0.8828, 1.2730, 0.8539], [-0.6521, 0.9048, 0.9162], [-1.1619, 0.4925, 2.2146], [-1.4118, 2.1879, 0.3560], [-0.7331, -0.1885, -0.2386], [-1.9020, -1.0787, -0.2979], [-2.8807, -0.6830, -1.2341], [3.4680, -1.1733, 1.5901], [2.5087, -2.0162, 0.3609], [1.7060, -0.9869, 1.5731], [2.2672, 1.2037, -2.0064], [-1.0952, 2.4391, -0.5205], [-1.4891, -2.0468, -0.5683], [-2.3307, -1.1387, 0.7006], [-2.5403, -0.6440, -2.1836], [-3.3586, 0.1715, -0.9859]], "nbo_charge": [-0.2420, -0.7265, 1.2991, -0.8969, -1.0037, 2.5645, -1.0844, -0.9875, -0.8649, 0.0768, -0.8300, 0.1881, 0.1805, 0.1908, 0.5011, 0.5083, 0.1815, 0.2050, 0.3676, 0.3726]}

Record 6
{"formula": "C2H9ClNSi", "method": "ωB97M-V/def2-TZVPD", "gap_ev": [9.099, 8.606], "max_force_ev_per_a": 4.7, "e_lumo_ev": [-4.905, -4.930], "charge": 1, "e_above_lowest_kj_mol": 300.6, "molar_mass_g_mol": 110.6, "e_homo_ev": [-14.00, -13.54], "symbols": ["C", "C", "N", "Si", "Cl", "H", "H", "H", "H", "H", "H", "H", "H", "H"], "positions_angstrom": [[1.0073, -0.5190, -0.7197], [-1.1895, -0.8053, 0.6523], [0.7519, 0.7586, -1.4316], [-0.9383, 0.5073, 1.8491], [-0.7240, 2.2236, 0.7155], [1.7749, -0.6121, 0.0129], [0.8044, -1.5190, -1.2333], [-1.8615, -0.7392, -0.2450], [-0.9112, -1.9395, 0.8167], [0.0603, 1.2075, -0.7156], [0.0800, 0.6493, -2.1726], [1.5426, 1.3719, -1.6330], [-0.0003, 0.3130, 3.0378], [-2.2343, 0.8881, 2.2282]], "nbo_charge": [-0.2164, -0.8185, -0.7774, 1.0855, -0.3360, 0.2235, 0.2417, 0.2376, 0.2605, 0.4546, 0.4442, 0.4541, -0.0932, -0.1601]}

Record 7
{"formula": "C2H9ClSi2", "method": "ωB97M-V/def2-TZVPD", "gap_ev": [6.857, 7.784], "spin_multiplicity": 3, "max_force_ev_per_a": 4.3, "e_lumo_ev": [0.636, -2.020], "charge": 0, "e_above_lowest_kj_mol": 86.4, "molar_mass_g_mol": 124.7, "e_homo_ev": [-6.22, -9.80], "symbols": ["C", "C", "Si", "Si", "Cl", "H", "H", "H", "H", "H", "H", "H", "H", "H"], "positions_angstrom": [[-1.4626, 1.4046, 0.3873], [1.2750, -2.4719, -0.1891], [0.2451, 1.6242, -0.5462], [1.6759, 0.1670, 0.5700], [3.6495, 0.2636, 0.1656], [-2.2128, 1.2397, -0.3173], [-1.2521, 0.4527, 0.8866], [-1.8159, 2.1508, 1.2379], [1.5679, -2.1511, -1.1353], [1.9080, -2.8453, 0.4759], [0.3150, -2.9100, 0.0063], [0.2723, 0.9443, -1.9771], [0.3540, 3.1429, -0.5773], [1.1818, 0.1654, 2.0338]], "nbo_charge": [-1.0459, -0.4867, 0.5725, 0.5686, -0.3617, 0.2297, 0.2181, 0.2507, 0.1749, 0.1550, 0.1684, -0.1426, -0.1404, -0.1605]}

Record 8
{"formula": "C2H9N2", "method": "ωB97M-V/def2-TZVPD", "gap_ev": 11.222, "max_force_ev_per_a": 4.2, "e_lumo_ev": -4.847, "charge": 1, "e_above_lowest_kj_mol": 113.0, "molar_mass_g_mol": 61.1, "e_homo_ev": -16.07, "symbols": ["C", "C", "N", "N", "H", "H", "H", "H", "H", "H", "H", "H", "H"], "positions_angstrom": [[1.1319, 0.8832, 0.4396], [1.2248, -0.0801, -0.6788], [0.5450, -1.1694, -0.7631], [-1.6256, -0.2752, 0.8034], [1.2983, 0.4184, 1.4755], [0.2057, 1.2454, 0.3304], [1.7697, 1.7514, 0.3231], [1.9803, 0.1174, -1.4138], [0.7487, -1.7360, -1.6213], [-0.2819, -1.2764, -0.2358], [-2.2643, -0.9365, 1.1837], [-2.2487, 0.4749, 0.9660], [-1.0907, -0.0155, 1.6494]], "nbo_charge": [-0.7145, 0.3482, -0.6000, -1.0960, 0.2781, 0.2629, 0.2668, 0.2258, 0.4415, 0.4596, 0.3815, 0.3857, 0.3602]}

Record 9
{"formula": "C2H9N2", "method": "ωB97M-V/def2-TZVPD", "gap_ev": 5.477, "max_force_ev_per_a": 3.0, "e_lumo_ev": -4.538, "charge": 1, "e_above_lowest_kj_mol": 694.9, "molar_mass_g_mol": 61.1, "e_homo_ev": -10.02, "symbols": ["C", "H", "H", "H", "H", "N", "C", "N", "H", "H", "H", "H", "H"], "positions_angstrom": [[-3.4344, -4.1727, -1.5820], [-2.4315, -4.5345, -1.5297], [-4.4077, -3.9462, -1.1896], [-1.6420, -2.6182, 0.8233], [-1.3997, -2.8936, 1.4684], [2.0904, 2.0567, -0.2024], [1.4641, 1.3416, 0.7038], [0.1497, 1.2192, 0.6843], [1.6562, 2.7001, -0.8405], [3.0939, 2.0151, -0.3246], [2.1486, 0.6902, 1.2335], [-0.1896, 0.7907, 1.5468], [-0.5207, 1.9520, 0.4667]], "nbo_charge": [-0.3253, 0.1590, 0.1667, -0.0135, 0.0135, -0.6781, 0.4034, -0.7076, 0.4290, 0.4401, 0.2465, 0.4272, 0.4391]}